Entry from the Open Molecules 2025 dataset: a cluster of 2 separate species, C4HNO2 in total (ωB97M-V with the def2-TZVPD basis set).

Each line ends with the Löwdin charge.
CARTESIAN COORDINATES (ANGSTROEM)
O 1.44 -2.44 0.39  0.277
O -0.57 -1.51 -2.50  0.018
N -0.55 -0.56 -1.67  -0.068
C -1.87 0.94 -0.50  -0.114
C 0.35 -0.45 -0.63  -0.123
C -1.98 1.74 0.33  0.003
C 1.01 -1.50 -0.11  -0.048
H 0.23 0.41 -0.11  0.053

E_LUMO (spin up / spin down)	-2.41 / -2.16	eV
frontier orbital gap (spin up / spin down)	7.58 / 8.02	eV
total energy	-9736.8788	eV

=====

Entry from the Open Molecules 2025 dataset: a cluster of 2 separate species, C4HNO3 in total (ωB97M-V with the def2-TZVPD basis set).

Each line ends with the Löwdin charge.
CARTESIAN COORDINATES (ANGSTROEM)
O 5.45 1.72 0.57  -0.063
O 6.36 -0.22 -0.23  -0.031
O 2.83 -1.77 -0.97  0.012
N 4.13 -0.08 -0.01  0.206
C 3.47 -0.94 -0.40  -0.419
C 5.51 0.56 0.13  -0.765
C -0.69 0.11 0.66  -0.403
C 0.01 -0.66 1.29  -0.422
H -1.46 0.89 0.50  -0.113

charge	-2
E_LUMO	6.48	eV
frontier orbital gap	7.17	eV
total energy	-11793.6189	eV

=====

Entry from the Open Molecules 2025 dataset: the ion C4HNO4 with charge -2 (ωB97M-V with the def2-TZVPD basis set).

Each line ends with the Löwdin charge.
CARTESIAN COORDINATES (ANGSTROEM)
O 2.17 -1.49 -0.21  -0.071
O 0.00 2.22 -0.17  -0.077
O 2.06 1.48 0.23  -0.059
O 0.19 -2.37 0.13  -0.092
N 0.44 -0.01 0.15  0.087
C 0.97 -1.42 0.03  -0.786
C 0.86 1.37 0.03  -0.844
C -2.32 -0.02 0.09  -0.008
C -1.12 0.00 0.09  -0.108
H -3.24 0.24 -0.35  -0.042

charge	-2
E_LUMO	6.94	eV
frontier orbital gap	7.24	eV
structure (SMILES)	C#CN(C(=O)[O-])C(=O)[O-]
total energy	-13841.6889	eV

=====

Entry from the Open Molecules 2025 dataset: a structure of composition C4HO2Tl (ωB97M-V with the def2-TZVPD basis set).

Each line ends with the Löwdin charge.
CARTESIAN COORDINATES (ANGSTROEM)
Tl -4.44 1.35 -0.09  0.913
O 2.73 -0.80 -0.99  0.098
O -2.36 0.56 1.08  -0.393
C -0.07 -0.03 0.49  -0.180
C -1.29 0.39 0.47  -0.389
C 1.79 -0.63 -0.09  -0.161
C 1.19 -0.37 0.99  -0.026
H 2.45 -0.47 -1.85  0.138

E_LUMO	-0.93	eV
frontier orbital gap	5.15	eV
total energy	-12944.7170	eV

=====

Question: total energy of number 2 (C4HNO3)?
Answer: -11793.6189 eV